{
  "formula": "C45H93AlCl28O6P",
  "method": "ωB97M-V/def2-TZVPD",
  "e_tot_ha": -15691.309647,
  "charge": -1,
  "symbols": ["C", "C", "C", "C", "C", "O", "Al", "C", "C", "C", "C", "P", "O", "O", "O", "O", "C", "C", "C", "C", "C", "C", "C", "O", "C", "H", "H", "H", "H", "H", "H", "H", "H", "H", "H", "H", "H", "H", "H", "H", "H", "H", "H", "H", "H", "H", "H", "H", "H", "H", "H", "H", "H", "H", "H", "H", "H", "H", "H", "H", "H", "H", "Cl", "C", "C", "Cl", "H", "H", "H", "H", "Cl", "C", "C", "Cl", "H", "H", "H", "H", "Cl", "C", "C", "Cl", "H", "H", "H", "H", "Cl", "C", "C", "Cl", "H", "H", "H", "H", "Cl", "C", "C", "Cl", "H", "H", "H", "H", "Cl", "C", "C", "Cl", "H", "H", "H", "H", "Cl", "C", "C", "Cl", "H", "H", "H", "H", "Cl", "C", "C", "Cl", "H", "H", "H", "H", "Cl", "C", "C", "Cl", "H", "H", "H", "H", "Cl", "C", "C", "Cl", "H", "H", "H", "H", "Cl", "C", "C", "Cl", "H", "H", "H", "H", "Cl", "C", "C", "Cl", "H", "H", "H", "H", "Cl", "C", "C", "Cl", "H", "H", "H", "H", "Cl", "C", "C", "Cl", "H", "H", "H", "H"],
  "xyz": [[2.384, -1.981, -0.489], [1.814, -0.656, -1.046], [0.314, -0.784, -1.386], [-0.229, 0.260, -2.370], [-0.043, 1.742, -1.976], [0.340, 1.985, -0.623], [0.452, 3.791, -0.637], [2.276, 4.562, -0.779], [3.149, 3.942, -1.898], [2.684, 4.364, -3.305], [3.576, 3.789, -4.429], [-0.528, 4.648, 1.400], [-1.814, 5.421, 1.257], [0.597, 5.546, 2.212], [-0.751, 3.446, 2.533], [-0.593, 4.027, -2.079], [-1.204, 2.735, -2.238], [-1.946, 2.601, -3.582], [-3.449, 2.280, -3.463], [-3.842, 1.221, -2.408], [-4.838, 1.769, -1.355], [-4.889, 0.949, -0.048], [-4.156, 1.636, 1.110], [-2.780, 1.841, 0.860], [-1.965, 0.686, 0.980], [1.583, -2.615, -0.078], [3.090, -1.788, 0.335], [2.942, -2.554, -1.243], [1.929, 0.142, -0.298], [2.374, -0.338, -1.940], [0.182, -1.778, -1.851], [-0.276, -0.805, -0.453], [0.253, 0.089, -3.345], [-1.308, 0.063, -2.522], [0.757, 2.152, -2.633], [2.762, 4.386, 0.200], [2.258, 5.658, -0.912], [3.136, 2.840, -1.817], [4.204, 4.262, -1.779], [2.705, 5.464, -3.356], [1.637, 4.057, -3.449], [3.974, 2.802, -4.143], [4.436, 4.446, -4.641], [3.024, 3.656, -5.371], [0.908, 5.086, 3.000], [-1.687, 3.492, 2.769], [-1.912, 2.644, -1.389], [-1.455, 1.863, -4.237], [-1.849, 3.581, -4.077], [-3.799, 1.946, -4.455], [-4.008, 3.206, -3.249], [-2.963, 0.786, -1.912], [-4.349, 0.380, -2.916], [-5.837, 1.747, -1.825], [-4.602, 2.824, -1.130], [-5.934, 0.769, 0.246], [-4.464, -0.052, -0.236], [-4.579, 2.646, 1.262], [-4.299, 1.061, 2.048], [-2.369, -0.002, 1.744], [-0.959, 1.020, 1.271], [-1.888, 0.149, 0.017], [2.044, 5.474, 5.172], [1.486, 4.103, 6.167], [2.325, 2.868, 5.954], [2.122, 2.198, 4.317], [0.444, 3.925, 5.910], [1.553, 4.412, 7.209], [2.019, 2.097, 6.659], [3.382, 3.086, 6.096], [-5.283, 6.064, -4.963], [-3.496, 6.096, -4.942], [-2.901, 5.979, -6.322], [-3.122, 4.347, -7.000], [-3.156, 5.295, -4.290], [-3.208, 7.051, -4.505], [-1.827, 6.151, -6.266], [-3.344, 6.694, -7.011], [-7.702, -1.184, -0.344], [-7.231, -2.787, 0.282], [-7.060, -2.805, 1.780], [-5.652, -1.858, 2.318], [-6.300, -3.056, -0.213], [-8.025, -3.480, 0.007], [-6.899, -3.832, 2.104], [-7.939, -2.406, 2.282], [-9.242, 4.584, 0.896], [-7.545, 4.023, 0.918], [-6.599, 5.048, 0.346], [-6.820, 5.262, -1.408], [-7.505, 3.090, 0.359], [-7.293, 3.829, 1.960], [-5.571, 4.722, 0.499], [-6.737, 6.017, 0.820], [1.961, 0.648, 8.724], [1.290, -1.006, 8.675], [2.137, -1.993, 9.436], [3.711, -2.276, 8.659], [1.203, -1.284, 7.627], [0.295, -0.959, 9.116], [1.622, -2.952, 9.469], [2.326, -1.654, 10.452], [5.242, -5.562, 7.432], [4.087, -6.890, 7.157], [2.678, -6.391, 6.966], [1.989, -5.718, 8.471], [4.160, -7.573, 7.999], [4.410, -7.413, 6.258], [2.037, -7.221, 6.673], [2.627, -5.614, 6.207], [6.693, -8.577, 9.177], [7.399, -10.010, 8.383], [7.141, -10.022, 6.899], [5.415, -10.303, 6.521], [6.988, -10.895, 8.861], [8.473, -9.976, 8.560], [7.685, -10.844, 6.442], [7.433, -9.083, 6.434], [-10.920, 4.087, 4.086], [-11.696, 5.532, 3.395], [-12.737, 6.120, 4.314], [-14.167, 5.067, 4.485], [-12.126, 5.247, 2.437], [-10.908, 6.263, 3.223], [-13.088, 7.067, 3.905], [-12.334, 6.288, 5.309], [-0.186, -1.767, -5.596], [0.273, -3.457, -5.911], [-0.019, -4.353, -4.732], [1.038, -3.994, -3.345], [1.331, -3.473, -6.163], [-0.305, -3.795, -6.771], [0.154, -5.392, -5.011], [-1.049, -4.235, -4.398], [4.917, -4.511, -0.465], [4.331, -5.668, -1.684], [5.184, -5.666, -2.929], [5.035, -4.146, -3.846], [3.300, -5.406, -1.916], [4.355, -6.658, -1.229], [4.862, -6.471, -3.589], [6.235, -5.802, -2.685], [7.457, -13.787, 7.634], [6.698, -14.190, 6.070], [7.711, -14.261, 4.952], [8.391, -12.651, 4.605], [5.946, -13.430, 5.870], [6.211, -15.157, 6.187], [7.228, -14.612, 4.042], [8.538, -14.923, 5.199], [5.198, 7.235, -5.915], [3.899, 8.140, -6.733], [2.727, 8.397, -5.819], [1.854, 6.904, -5.411], [3.599, 7.564, -7.606], [4.325, 9.089, -7.059], [2.023, 9.063, -6.316], [3.050, 8.856, -4.887], [-3.894, -3.883, -0.855], [-4.414, -4.021, -2.554], [-3.237, -4.130, -3.494], [-2.285, -2.627, -3.564], [-5.020, -3.147, -2.784], [-5.029, -4.917, -2.635], [-3.597, -4.334, -4.502], [-2.567, -4.930, -3.185], [5.767, 4.565, -8.125], [7.495, 4.970, -8.209], [8.062, 4.809, -9.597], [8.140, 3.101, -10.109], [8.018, 4.341, -7.492], [7.590, 6.012, -7.901], [9.081, 5.193, -9.621], [7.461, 5.342, -10.330]]
}

{
  "formula": "C6H12N2",
  "method": "ωB97M-V/def2-TZVPD",
  "charge": 0,
  "de_lowest_kcal_mol": 101.0,
  "symbols": ["C", "C", "N", "C", "C", "N", "C", "C", "H", "H", "H", "H", "H", "H", "H", "H", "H", "H", "H", "H"],
  "xyz": [[-1.266, 1.307, -0.889], [1.825, -1.047, 0.503], [0.449, -0.266, -1.688], [-0.528, -0.005, -0.680], [1.081, 0.151, -0.042], [-2.104, -0.731, 1.044], [-1.169, -0.994, 0.094], [1.467, 1.391, 0.319], [0.612, -1.270, -1.761], [-2.363, 0.226, 1.221], [-2.217, -1.370, 1.815], [-0.858, -2.029, 0.034], [-2.198, 1.115, -1.422], [-0.659, 1.968, -1.500], [-1.486, 1.817, 0.051], [1.392, -1.398, 1.442], [2.864, -0.777, 0.694], [1.855, -1.889, -0.189], [2.358, 1.512, 0.918], [0.944, 2.290, 0.038]]
}

Question: The lowest charge belongs to which entry?
Answer: C45H93AlCl28O6P

Question: What is the formula in the second record?
Answer: C6H12N2